# 1
Molecular formula: C58H62BCdIN8P2Si
Method: DFT, wB97M-V/def2-TZVPD

```
! RIJCOSX wB97M-V def2-TZVPD def2/J DEFGRID3
* xyz 0 1
Cd -0.577 -0.441 -0.442
C -3.843 0.865 0.876
Si -2.088 0.349 1.347
C -2.284 -1.154 2.506
C -3.534 -1.402 3.093
C -3.829 -2.606 3.716
C -2.871 -3.609 3.768
C -1.619 -3.383 3.222
C -1.313 -2.172 2.598
P 0.433 -1.856 2.052
C 1.156 -1.986 3.742
C 1.127 -0.808 4.492
C 1.600 -0.785 5.796
C 2.123 -1.940 6.363
C 2.161 -3.114 5.623
C 1.679 -3.140 4.319
C 0.891 -3.428 1.210
C 2.229 -3.822 1.169
C 2.649 -4.884 0.384
C 1.732 -5.577 -0.391
C 0.399 -5.204 -0.361
C -0.019 -4.142 0.433
C -1.486 1.989 2.132
C -2.330 2.548 3.101
C -2.206 3.862 3.520
C -1.229 4.669 2.954
C -0.351 4.132 2.030
C -0.446 2.795 1.617
P 0.953 1.997 0.688
C 0.976 2.415 -1.160
C 2.394 2.203 -1.628
C 2.748 2.433 -2.885
C 1.699 2.889 -3.830
C 0.684 3.911 -3.243
C 0.283 3.659 -1.759
C 2.280 3.089 1.364
C 2.666 2.792 2.674
C 3.648 3.528 3.318
C 4.275 4.577 2.656
C 3.899 4.886 1.358
C 2.906 4.152 0.717
H -4.500 0.956 1.748
H -3.806 1.846 0.394
H -4.301 0.157 0.177
H -4.305 -0.642 3.046
H -4.812 -2.765 4.147
H -3.096 -4.556 4.245
H -0.863 -4.158 3.284
H 0.711 0.093 4.045
H 1.564 0.134 6.368
H 2.501 -1.925 7.378
H 2.564 -4.019 6.062
H 1.709 -4.065 3.755
H 2.948 -3.295 1.766
H 3.697 -5.158 0.369
H 2.052 -6.404 -1.013
H -0.320 -5.742 -0.966
H -1.062 -3.865 0.453
H -3.119 1.934 3.530
H -2.875 4.258 4.276
H -1.136 5.709 3.248
H 0.435 4.762 1.630
H 3.117 1.873 -0.909
H 3.768 2.279 -3.223
H 2.102 3.238 -4.780
H 0.795 4.950 -3.540
H 0.143 4.533 -1.127
H 2.183 1.970 3.195
H 3.931 3.278 4.334
H 5.050 5.149 3.151
H 4.377 5.707 0.835
H 2.627 4.421 -0.293
C -3.343 3.080 -2.945
C -2.361 2.857 -1.793
C -2.568 3.984 -0.779
C -0.893 2.751 -2.246
C -0.491 3.008 -3.714
C 0.511 1.881 -4.067
N 0.307 0.844 -3.065
N -0.091 1.511 -1.842
B 1.032 -0.530 -3.185
N 2.174 -0.911 -2.195
C 3.342 -1.453 -2.587
C 4.205 -1.442 -1.514
C 3.477 -0.842 -0.468
N 2.235 -0.558 -0.894
C 4.061 -0.348 0.850
C 5.113 0.744 0.570
C 4.789 -1.411 1.700
N -0.032 -1.694 -3.167
C -0.350 -2.470 -4.212
C -1.448 -3.234 -3.876
C -1.783 -2.838 -2.572
N -0.891 -1.949 -2.139
C -3.066 -3.219 -1.859
C -3.160 -4.721 -1.572
C -3.387 -2.405 -0.604
H -4.367 3.034 -2.567
H -3.198 4.070 -3.390
H -3.249 2.332 -3.731
H -2.610 1.906 -1.322
H -2.354 4.957 -1.236
H -3.610 3.996 -0.447
H -1.940 3.873 0.101
H -1.231 3.314 -4.448
H 0.470 1.442 -5.062
H 1.516 -0.552 -4.290
H 3.486 -1.798 -3.600
H 5.230 -1.782 -1.495
H 3.245 0.077 1.433
H 5.969 0.303 0.049
H 4.748 1.567 -0.036
H 5.464 1.169 1.513
H 5.157 -2.235 1.085
H 5.652 -0.962 2.195
H 4.154 -1.813 2.491
H 0.212 -2.413 -5.132
H -1.980 -3.933 -4.501
H -3.846 -2.991 -2.591
H -2.530 -4.994 -0.725
H -4.188 -4.989 -1.315
H -2.858 -5.319 -2.435
H -2.812 -2.733 0.263
H -3.193 -1.345 -0.759
H -4.443 -2.530 -0.349
I -6.286 -0.428 -5.552
C -4.570 -0.250 -4.423
C -3.289 -0.082 -4.888
N -2.506 0.025 -3.798
N -3.192 -0.054 -2.653
C -4.456 -0.224 -3.020
H -2.893 -0.062 -5.891
H -1.497 0.198 -3.745
H -5.237 -0.348 -2.283
*
```

E_HOMO = -7.22 eV
orbital gap = 0.2874 hartree



# 2
Molecular formula: C7H6N2OS
Method: DFT, wB97M-V/def2-TZVPD

```
! RIJCOSX wB97M-V def2-TZVPD def2/J DEFGRID3
* xyz 0 1
C -1.976 -1.962 0.084
C -1.340 -0.676 -0.049
N -1.886 0.489 -0.069
C -3.070 0.966 0.184
N -3.967 1.659 0.377
O -0.006 -0.891 -0.173
C 0.926 0.115 -0.185
C 2.261 -0.234 -0.295
C 3.087 0.893 -0.020
C 2.353 2.022 0.155
S 0.632 1.800 0.193
H -1.217 -2.556 0.535
H -2.866 -1.846 0.710
H -2.302 -2.452 -0.953
H 2.640 -1.268 -0.363
H 4.187 0.871 -0.134
H 2.543 3.068 0.002
*
```

SMILES = C/C(=N\C#N)Oc1cccs1
E_HOMO = -8.83 eV
orbital gap = 0.3286 hartree



# 3
Molecular formula: C43H44BrN4O4Sb2V
Method: DFT, wB97M-V/def2-TZVPD

```
! RIJCOSX wB97M-V def2-TZVPD def2/J DEFGRID3
* xyz 1 4
V -0.402 -0.173 0.062
C 2.569 0.650 -2.831
C 2.685 2.161 -2.633
C 2.903 2.571 -1.181
Sb 1.343 2.071 0.272
C 0.017 3.651 -0.318
C -0.448 3.739 -1.627
C -1.338 4.738 -1.992
C -1.770 5.656 -1.047
C -1.312 5.575 0.261
C -0.422 4.574 0.627
C 2.358 3.059 1.872
C 2.752 4.380 1.682
C 3.477 5.035 2.667
C 3.811 4.374 3.841
C 3.410 3.061 4.035
C 2.685 2.402 3.051
Sb 0.623 -0.178 -2.384
C 1.171 -2.207 -2.790
C 0.465 -2.961 -3.722
C 0.827 -4.277 -3.971
C 1.884 -4.850 -3.279
C 2.579 -4.110 -2.332
C 2.223 -2.791 -2.088
C -0.339 0.267 -4.237
C -1.606 0.841 -4.243
C -2.231 1.134 -5.447
C -1.591 0.851 -6.644
C -0.329 0.270 -6.642
C 0.297 -0.022 -5.440
H 3.304 0.127 -2.216
H 2.747 0.383 -3.873
H 1.807 2.670 -3.043
H 3.540 2.516 -3.216
H 3.001 3.654 -1.107
H 3.824 2.127 -0.796
H -0.131 3.018 -2.376
H -1.698 4.796 -3.012
H -2.463 6.438 -1.329
H -1.646 6.290 1.001
H -0.081 4.497 1.651
H 2.485 4.905 0.773
H 3.779 6.063 2.515
H 4.382 4.885 4.605
H 3.663 2.548 4.954
H 2.366 1.377 3.207
H -0.363 -2.516 -4.262
H 0.284 -4.854 -4.709
H 2.170 -5.875 -3.479
H 3.401 -4.558 -1.789
H 2.765 -2.219 -1.343
H -2.108 1.061 -3.306
H -3.216 1.583 -5.452
H -2.076 1.081 -7.583
H 0.167 0.043 -7.576
H 1.275 -0.489 -5.440
O -2.616 1.799 -0.422
C -1.744 1.089 -0.353
O 1.393 -0.883 0.385
N 0.494 -1.395 1.152
Br -0.624 1.439 7.796
C -1.519 0.776 6.268
C -2.592 -0.096 6.415
N -3.252 -0.592 5.376
C -2.853 -0.261 4.155
C -1.780 0.593 3.917
C -1.102 1.135 5.001
C -1.280 0.848 2.529
O -0.451 1.741 2.350
O -1.712 0.045 1.618
H -2.930 -0.404 7.397
H -3.397 -0.691 3.323
H -0.270 1.809 4.842
N -4.113 -5.103 -0.819
C -3.332 -4.007 -0.764
C -3.866 -2.708 -0.790
C -3.031 -1.627 -0.674
N -1.696 -1.719 -0.545
C -1.180 -2.965 -0.583
C -1.933 -4.104 -0.695
H -5.114 -5.028 -0.837
H -3.705 -6.017 -0.757
H -4.932 -2.555 -0.898
H -3.458 -0.634 -0.680
H -0.105 -3.046 -0.531
H -1.442 -5.069 -0.722
C -0.039 -3.212 4.385
C 0.154 -3.086 2.877
C 1.001 -4.229 2.322
C 0.789 -1.733 2.525
H -0.433 -4.199 4.630
H -0.748 -2.469 4.754
H 0.906 -3.088 4.920
H -0.833 -3.107 2.404
H 1.973 -4.256 2.818
H 1.160 -4.124 1.246
H 0.505 -5.185 2.496
H 0.366 -0.960 3.174
H 1.871 -1.759 2.674
*
```

E_HOMO (spin up / spin down) = -10.57 / -10.73 eV
orbital gap (spin up / spin down) = 0.2848 / 0.2780 hartree